Molecular formula: C6H24F18LiN3O24S6
Method: DFT, wB97M-V/def2-TZVPD

XYZ file:
```
82
Properties=species:S:1:pos:R:3:forces:R:3
Li -1.0038 -3.3887 -0.9600 0.0 -1.0 0.1
C -1.3967 7.8091 2.2646 -0.5 -0.8 0.4
F -0.3921 6.9462 2.1237 0.2 0.1 -0.3
F -1.3575 8.2266 3.5412 0.0 0.5 -0.2
F -1.2287 8.8266 1.4215 0.2 0.2 0.3
S -3.0063 6.9635 1.8952 -0.5 -0.5 -0.1
O -4.0486 7.8961 2.2119 0.3 0.1 0.9
O -2.9037 6.6190 0.5137 0.2 0.1 -0.5
N -2.9528 5.6953 2.8790 -0.3 1.0 -0.5
S -2.7195 4.3313 2.1107 1.4 -1.1 -0.6
O -3.9101 3.6254 1.7667 -0.4 0.0 0.0
O -1.6295 4.3488 1.1697 0.1 -0.1 -0.1
C -1.9632 3.3016 3.4434 -1.1 0.8 1.8
F -1.0806 4.0034 4.1933 0.3 -0.2 -0.5
F -2.9488 2.9591 4.3076 0.1 -0.3 -0.1
F -1.3792 2.1974 3.0250 0.0 0.1 -0.4
C -2.4290 -0.6433 -2.6551 0.6 0.4 0.7
F -3.3798 0.2304 -3.0075 0.1 -0.5 -0.4
F -2.4800 -1.7054 -3.4424 -0.2 -0.2 -0.3
F -1.2457 -0.0785 -2.7899 0.0 0.2 0.0
S -2.7536 -1.1505 -0.8900 -0.4 -2.5 -0.4
O -3.4139 -0.0876 -0.2454 0.2 1.0 0.3
O -3.5358 -2.3649 -1.0732 0.2 0.2 -0.3
N -1.2959 -1.6546 -0.3240 -1.3 1.3 0.4
S -0.8413 -0.5493 0.7918 1.0 0.4 0.1
O -0.5122 0.6583 0.1195 0.4 0.5 0.2
O -1.6949 -0.5184 1.9392 -0.2 -0.3 0.0
C 0.7073 -1.2916 1.5543 -0.7 -1.0 0.3
F 1.2446 -0.4187 2.3916 0.0 0.3 -0.4
F 0.2683 -2.3284 2.2991 0.1 -0.1 -0.1
F 1.6129 -1.7737 0.7270 0.0 0.4 -0.3
C 6.2247 -1.8588 -3.3276 -0.9 0.5 0.2
F 5.5265 -2.5724 -2.4358 0.4 -0.2 0.0
F 6.5170 -0.6841 -2.7734 0.2 -0.1 -0.1
F 7.3599 -2.4966 -3.6289 0.1 -0.1 0.2
S 5.2561 -1.7038 -4.8847 -1.6 -0.1 0.3
O 6.0304 -0.8690 -5.7474 0.6 0.2 -0.2
O 5.0285 -3.0666 -5.2778 0.5 -0.2 0.2
N 3.8783 -0.9849 -4.3555 1.3 -0.8 -1.0
S 3.0642 -0.6173 -5.6704 0.0 1.0 0.2
O 3.3360 0.7028 -6.1665 -0.5 0.2 0.3
O 2.9869 -1.6210 -6.6831 -0.2 -0.9 -0.4
C 1.3341 -0.5966 -4.9720 0.1 1.8 0.7
F 0.4630 -0.7555 -5.9688 -0.1 -0.7 0.1
F 1.1304 -1.4417 -3.9687 -0.2 -0.9 -0.4
F 1.0297 0.6159 -4.4345 0.3 0.0 -0.3
O -6.2985 -1.3907 -2.2528 -0.1 -0.1 -0.2
H -5.4882 -1.2436 -2.7495 0.0 0.0 0.0
H -6.0586 -2.0832 -1.6296 0.1 0.1 0.1
O -0.2073 -4.8211 0.2342 0.2 0.0 -0.1
H 0.6123 -5.2884 0.0492 0.1 0.1 -0.1
H -0.2180 -4.6736 1.1986 -0.3 0.2 -0.2
O -1.2624 -0.2165 4.7070 0.1 -0.2 0.1
H -0.6265 0.5017 4.7684 -0.1 0.1 0.0
H -1.4969 -0.2324 3.7661 0.0 0.0 0.2
O 2.5008 -1.4754 5.0110 0.1 0.0 0.0
H 2.1315 -0.5906 5.0945 -0.1 0.0 -0.1
H 3.4285 -1.3337 4.8023 0.0 0.0 0.0
O 1.4561 2.5362 2.5779 0.5 -0.2 -0.2
H 1.2028 2.1995 1.7086 -0.3 0.0 0.0
H 1.2298 3.4720 2.5452 -0.1 0.0 0.0
O -1.0979 -4.5927 2.7996 -0.1 -0.5 0.1
H -1.2492 -5.4807 3.1382 -0.2 0.0 0.0
H -1.5950 -4.0128 3.3888 0.2 0.3 -0.1
O 3.8673 0.7588 1.3614 0.2 0.1 0.5
H 3.3257 1.3423 1.9070 -0.2 0.2 -0.1
H 3.8895 -0.0666 1.8565 0.0 0.0 0.1
O 3.8469 -0.9524 -0.7544 0.1 -0.2 0.1
H 4.3544 -1.6511 -0.3331 0.1 0.0 -0.1
H 3.8329 -0.2206 -0.1149 -0.2 0.0 -0.5
O -5.1296 2.2160 -2.2483 -0.1 0.1 -0.3
H -5.7953 1.5218 -2.2541 0.0 -0.1 0.1
H -4.3162 1.7725 -2.5066 -0.2 0.3 0.3
O 1.0684 -4.4258 4.7730 0.1 -0.2 0.1
H 0.7583 -4.7615 3.9246 -0.1 0.2 0.0
H 1.0000 -5.1698 5.3780 0.0 0.0 0.0
O -2.3594 -4.6185 -1.7939 0.1 -0.2 -0.2
H -2.3889 -5.5397 -2.0618 0.2 0.0 0.0
H -3.2605 -4.2816 -1.8609 0.1 0.4 0.1
O 1.9331 1.1393 -1.7299 0.1 0.1 0.2
H 1.7361 2.0331 -1.4353 -0.1 0.0 0.0
H 1.1783 0.8948 -2.2723 0.0 0.0 0.0
```
Forces are in eV/Å.

* energy relative to the best compared isomer or geometry (same formula, charge and spin): 0.000 eV
* HOMO: -4.78 eV
* max |F|: 2.6 eV/A
* net charge: -2
* orbital gap: 6.90 eV

Atomic partial charges in e from the Mulliken method, atoms 1 to 6:
1. Li 0.868
2. C 0.665
3. F -0.224
4. F -0.249
5. F -0.221
6. S 0.976

---

Molecular formula: C6H24FN12O6Zn
Method: DFT, wB97M-V/def2-TZVPD

XYZ file:
```
50
Properties=species:S:1:pos:R:3:forces:R:3
Zn -0.6890 -1.1117 -1.9960 0.3 1.5 1.2
F 0.1995 -0.1686 -0.5367 0.1 -0.2 0.0
C -0.1446 -1.4960 2.9284 -1.2 0.4 -1.5
O -1.1804 -0.8731 2.6098 0.1 -0.2 1.0
N 0.8727 -1.4881 2.0548 1.1 -0.8 0.7
N -0.0224 -2.3105 3.9950 -0.4 0.3 0.1
H 0.9386 -0.7488 1.3695 -0.1 -0.1 -0.2
H 1.6796 -1.9845 2.3993 0.4 0.4 -0.6
H -0.7827 -2.3221 4.6516 0.1 -0.1 0.1
H 0.8511 -2.7582 4.1992 -0.1 0.0 0.3
C 0.1624 1.6385 -3.3846 0.9 1.5 0.9
O -0.3377 0.5264 -3.1760 -0.5 -0.8 -1.1
N 1.1186 2.1273 -2.5759 -0.4 -1.0 0.8
N -0.2359 2.5384 -4.3169 -0.6 -1.0 -0.6
H 1.2454 1.5959 -1.7236 0.6 0.0 -0.2
H 1.6245 2.9745 -2.7342 0.1 0.1 0.0
H 0.2378 3.4181 -4.3502 0.0 0.2 -0.2
H -0.7234 2.2290 -5.1424 0.0 0.0 0.1
C -2.2052 -3.1423 -0.3882 -0.3 0.4 1.4
O -1.2285 -2.7408 -1.0472 0.6 -0.6 -1.0
N -3.0552 -4.1063 -0.8383 0.9 0.2 -1.0
N -2.4705 -2.6445 0.8259 -0.3 -0.5 -0.7
H -3.4198 -4.7905 -0.1971 0.0 0.1 0.1
H -2.6722 -4.4711 -1.7007 -0.5 -0.4 0.0
H -3.4014 -2.8367 1.1538 0.2 0.2 0.6
H -1.8230 -2.0276 1.3126 -0.3 0.3 0.1
C 0.9217 2.7219 2.0141 1.3 1.4 0.1
O 1.4971 3.7255 2.4415 -0.5 -0.8 -0.2
N 0.7401 2.5428 0.6764 0.2 0.8 -1.1
N 0.4977 1.7109 2.7777 -0.5 -0.9 0.4
H 0.3453 1.7669 0.1699 0.1 -0.4 0.5
H 1.2793 3.2041 0.1420 -0.2 0.0 0.0
H 0.5735 1.7786 3.7766 -0.2 0.1 -0.1
H -0.0631 1.0007 2.3375 -0.2 -0.1 0.5
C -3.0352 0.5204 -1.1281 0.9 1.0 1.1
O -2.4917 -0.3750 -1.7982 -1.0 -0.3 0.0
N -2.4948 1.0691 -0.0030 -0.3 -1.0 -1.5
N -4.1994 1.0639 -1.4989 0.0 -0.7 -0.6
H -3.0248 1.8095 0.4098 0.4 0.0 0.7
H -1.6737 0.6200 0.3735 0.1 0.3 0.3
H -4.6794 0.5565 -2.2241 -0.3 0.5 0.0
H -4.5746 1.8447 -0.9986 -0.5 -0.1 -0.1
C 4.1860 0.1382 -0.5397 1.3 -0.2 -1.5
O 3.7218 0.5558 -1.5936 -0.8 -0.1 0.8
N 3.6282 -0.7449 0.3370 -0.2 0.8 -0.4
N 5.5090 0.3698 -0.2407 -0.1 0.1 0.4
H 4.2257 -0.9551 1.1092 -0.6 -0.7 0.4
H 2.7282 -1.1380 0.1293 0.1 -0.1 0.2
H 5.9812 1.1235 -0.7072 -0.1 0.0 0.0
H 5.8634 0.0632 0.6457 0.3 0.2 0.0
```
Forces are in eV/Å.

* energy relative to the best compared isomer or geometry (same formula, charge and spin): 2.083 eV
* HOMO: -11.50 eV
* max |F|: 2.0 eV/A
* net charge: +1
* orbital gap: 8.74 eV

Atomic partial charges in e from the Mulliken method, atoms 1 to 6:
1. Zn 0.480
2. F -0.168
3. C 0.576
4. O -0.784
5. N -0.073
6. N -0.391

---

Molecular formula: C6H24N12O6
Method: DFT, wB97M-V/def2-TZVPD

XYZ file:
```
48
Properties=species:S:1:pos:R:3:forces:R:3
C -2.9159 2.7607 -1.6809 1.8 1.2 0.3
O -2.7204 1.7510 -2.2935 0.0 -3.4 -2.5
N -2.1759 3.8336 -1.8042 2.4 2.6 -1.6
N -3.7334 2.8818 -0.7003 -3.1 -1.0 2.5
H -1.9804 4.4489 -1.0274 -0.2 0.4 -0.1
H -1.7945 4.0345 -2.7176 0.5 0.0 0.2
H -4.4244 2.1455 -0.7275 -0.4 0.4 1.0
H -3.7876 3.7977 -0.2781 -0.9 -0.2 0.3
C 3.4477 -3.0565 0.2254 -1.6 -6.3 -1.9
O 2.9485 -4.0936 -0.2074 -0.3 -0.3 -0.4
N 4.6123 -3.0308 0.7779 4.0 1.6 2.0
N 2.8230 -1.9402 0.3952 -2.9 5.0 0.0
H 5.3979 -3.6652 0.7552 -0.6 0.1 -0.3
H 4.5990 -2.1186 1.2111 1.7 -0.3 0.7
H 1.8159 -1.9131 0.3244 -0.3 -0.3 -0.4
H 3.1449 -1.1694 -0.1726 0.3 0.3 0.3
C -0.2230 2.1046 3.5736 1.8 -0.1 -2.6
O 0.3754 2.4741 2.5853 0.5 0.5 -1.3
N -0.0980 0.9084 4.0736 0.5 -3.8 1.6
N -1.0771 2.8176 4.2210 -3.3 3.6 2.4
H -0.8122 0.6335 4.7328 0.3 -0.5 -0.3
H 0.3341 0.1915 3.5085 0.0 0.1 0.2
H -1.3677 3.6993 3.8231 0.2 -0.1 0.2
H -1.2619 2.6444 5.1987 -0.2 0.1 -0.3
C -0.1453 0.7473 -5.7293 -3.2 -1.1 0.0
O -0.5866 -0.3248 -6.0774 0.8 -2.1 -1.2
N 0.0435 1.7897 -6.4914 1.6 2.8 -3.0
N -0.2253 1.1298 -4.4779 0.8 0.0 3.4
H -0.1167 1.7653 -7.4884 0.0 0.0 0.4
H 0.0223 2.6643 -5.9867 0.2 0.2 -0.9
H -0.7088 0.4458 -3.9135 0.0 0.6 0.4
H -0.3155 2.1258 -4.3371 -0.2 -0.4 1.0
C 0.7915 -3.8139 3.6537 -5.0 1.2 2.0
O 0.0730 -3.8923 4.6523 0.2 -0.8 0.6
N 2.0126 -4.1231 3.5658 6.3 -1.8 0.0
N 0.2928 -3.3302 2.5330 -1.5 1.2 -2.6
H 2.4576 -4.7155 4.2521 -0.2 0.4 -0.1
H 2.4693 -4.0138 2.6715 0.1 -0.4 0.2
H 0.8777 -2.8283 1.8803 -0.5 -0.2 -0.1
H -0.7040 -3.1675 2.5327 0.4 0.4 -0.1
C -0.5079 -0.3896 -0.3786 -0.9 1.4 -0.1
O 0.3034 -1.0259 0.2358 1.5 -2.6 1.4
N -1.3631 -0.7399 -1.3204 -0.7 -3.6 -2.1
N -0.7379 0.8685 -0.1504 0.6 2.4 1.0
H -1.5149 -1.7330 -1.4244 -0.1 0.4 -0.7
H -1.8237 -0.0168 -1.8543 -0.6 -0.6 -0.1
H -0.3080 1.2424 0.6836 -0.2 1.1 -0.4
H -1.4121 1.1958 -0.8274 0.1 1.8 1.2
```
Forces are in eV/Å.

* energy relative to the best compared isomer or geometry (same formula, charge and spin): 2.335 eV
* multiplicity: 2
* HOMO (spin up / spin down): 0.16 / -6.95 eV
* max |F|: 6.7 eV/A
* net charge: -1
* orbital gap (spin up / spin down): 2.38 / 9.45 eV
* <S²>: 0.750

Atomic partial charges in e from the Mulliken method, atoms 1 to 6:
1. C -4.079
2. O 0.531
3. N -0.124
4. N 0.287
5. H 0.714
6. H 0.701

---

Molecular formula: C6H24N12O6
Method: DFT, wB97M-V/def2-TZVPD

XYZ file:
```
48
Properties=species:S:1:pos:R:3:forces:R:3
N -2.8099 -3.0772 -3.0297 0.7 -0.3 -0.2
C -3.9284 -3.1243 -2.2582 -0.8 0.4 -0.6
N -3.8967 -2.1572 -1.2990 -0.3 0.5 1.0
O -4.8890 -3.8554 -2.4741 0.4 0.1 0.1
H -2.0731 -2.4485 -2.7574 0.1 0.0 -0.2
H -2.6615 -3.7092 -3.7939 -0.2 -0.1 0.2
H -4.7671 -1.8576 -0.8970 0.0 -0.4 0.0
H -3.0577 -1.6022 -1.0874 -0.5 -0.4 -0.4
N 3.1369 0.2613 -1.5744 -0.8 -0.3 0.9
C 3.7737 0.7998 -2.6266 0.5 2.3 -0.9
N 5.0753 0.4395 -2.7801 0.7 -0.6 -0.2
O 3.2988 1.7114 -3.3026 0.0 -0.9 0.3
H 2.1990 0.6011 -1.4107 0.4 -0.5 -0.1
H 3.3993 -0.6272 -1.1878 -0.1 0.0 -0.1
H 5.5123 -0.3044 -2.2675 -0.1 0.0 0.0
H 5.5702 0.8059 -3.5730 -0.1 0.0 0.0
N -5.4290 2.3530 0.3451 0.0 0.4 1.0
C -4.1040 2.0842 0.2203 0.6 0.1 -0.9
N -3.8672 1.4203 -0.9536 1.1 -0.7 -0.6
O -3.2040 2.4575 0.9633 -0.8 -0.4 0.0
H -5.7379 2.7610 1.2100 -0.2 0.0 -0.2
H -6.0493 2.0480 -0.3755 -0.4 0.1 0.2
H -2.9739 0.9673 -1.0785 0.2 0.3 0.2
H -4.5637 0.9826 -1.5288 -0.4 0.1 0.3
N 2.0789 1.8319 1.4326 1.1 0.2 -2.1
C 1.4105 2.8841 0.8749 -1.8 2.0 1.3
N 0.2441 3.1403 1.5532 0.2 0.1 -0.6
O 1.7194 3.6320 -0.0430 0.8 -1.4 0.1
H 1.8275 1.4758 2.3324 0.4 -0.2 0.2
H 2.9986 1.7951 1.0107 0.1 -0.7 0.7
H 0.0240 2.6638 2.4060 -0.3 0.2 0.1
H -0.1145 4.0529 1.3232 -0.5 -0.3 0.3
N 0.3083 0.2296 -0.5836 0.4 0.3 -0.1
C -0.6327 -0.7271 -0.4315 -0.7 0.2 -0.2
N -0.5016 -1.5031 0.6530 -0.3 -0.8 0.7
O -1.5573 -0.8639 -1.2510 0.9 0.0 0.0
H 0.6826 0.6770 0.2426 0.2 -0.1 -0.1
H 0.2633 0.7586 -1.4407 -0.4 0.3 0.2
H 0.1326 -1.3426 1.4245 0.3 0.2 -0.3
H -1.1778 -2.2335 0.8009 -0.2 0.2 -0.2
N 2.6565 -2.1665 4.3715 -0.5 -0.6 0.0
C 2.5123 -1.5360 3.2012 1.3 2.5 -1.0
N 3.7727 -1.2885 2.6122 -0.9 -0.6 0.3
O 1.4975 -0.9812 2.7920 0.0 -0.7 0.1
H 3.5645 -2.5517 4.5229 -0.1 -0.2 0.9
H 1.9501 -2.0463 5.0768 0.2 -0.3 0.0
H 4.5265 -1.8361 2.9816 0.4 0.1 -0.3
H 3.8607 -0.9944 1.6547 -0.3 -0.1 0.0
```
Forces are in eV/Å.

* energy relative to the best compared isomer or geometry (same formula, charge and spin): 1.492 eV
* HOMO: -9.07 eV
* structure (SMILES): NC(N)=O.NC(N)=O.NC(N)=O.NC(N)=O.NC(N)=O.NC(N)=O
* max |F|: 3.0 eV/A
* orbital gap: 8.84 eV

Atomic partial charges in e from the Mulliken method, atoms 1 to 6:
1. N -0.295
2. C 0.426
3. N -0.326
4. O -0.677
5. H 0.251
6. H 0.166

---

Molecular formula: C6H24N12O6Zn
Method: DFT, wB97M-V/def2-TZVPD

XYZ file:
```
49
Properties=species:S:1:pos:R:3:forces:R:3
Zn 0.1977 0.0118 0.0753 0.3 0.9 0.7
C 2.3409 -0.3000 -2.3004 1.2 -1.2 1.3
O 1.5305 -0.2103 -1.3674 -0.2 0.2 -1.9
N 3.5352 0.3118 -2.2037 -0.2 0.3 -0.3
N 2.2287 -1.2023 -3.3073 -0.8 0.2 0.1
H 3.5797 1.0971 -1.5790 0.3 -0.1 0.1
H 4.2548 0.1174 -2.8768 0.1 0.5 0.0
H 2.9780 -1.3961 -3.9466 -0.1 0.2 -0.2
H 1.2928 -1.4919 -3.5336 0.2 -0.4 0.0
C -0.7252 2.9957 -0.5868 1.0 -1.0 -0.2
O 0.0479 2.0465 -0.3415 -0.3 1.2 -0.4
N -1.3784 3.6786 0.3615 -0.3 0.0 0.3
N -0.9227 3.4716 -1.8373 0.2 -0.4 0.2
H -1.4277 3.2576 1.2739 -0.1 0.1 -0.1
H -2.1489 4.2167 0.0109 -0.3 0.3 0.6
H -1.6234 4.1767 -1.9595 0.0 0.1 -0.6
H -0.6057 2.8962 -2.5965 -0.1 0.3 -0.1
C -1.7444 -0.4805 -2.2981 0.8 -0.4 -1.4
O -1.3111 -0.1017 -1.2050 -1.6 -0.6 -0.7
N -1.2798 0.0453 -3.4767 0.5 0.7 1.2
N -2.5924 -1.4991 -2.5271 -0.2 0.1 0.9
H -0.4519 0.6075 -3.3593 -0.1 0.1 -0.4
H -1.6012 -0.2301 -4.3838 0.1 0.0 -0.1
H -2.8894 -1.6462 -3.4715 -0.4 -0.4 0.0
H -3.0215 -1.9817 -1.7574 -0.2 0.0 -0.2
C 2.4092 0.7886 2.2257 -0.7 -0.4 0.7
O 1.8883 0.3152 1.2093 0.7 0.4 0.3
N 3.2923 1.8124 2.2170 0.0 0.0 -1.2
N 2.1167 0.3388 3.4788 0.5 0.5 -0.9
H 3.6008 2.0759 1.2957 0.2 0.2 0.2
H 3.8673 2.0607 3.0014 0.0 -0.1 0.0
H 1.2680 -0.1906 3.5781 0.1 0.0 0.3
H 2.4700 0.9885 4.1589 -0.6 -0.5 0.9
C -1.7971 0.3112 2.6537 0.0 -1.3 -0.1
O -1.0013 0.4497 1.7165 -0.7 0.3 0.5
N -1.9566 1.2251 3.6076 0.2 1.5 0.7
N -2.5200 -0.8234 2.8880 -0.1 -0.1 -0.3
H -2.5970 1.1434 4.3769 -0.1 -0.2 -0.1
H -1.4191 2.0758 3.6031 0.1 -0.2 -0.2
H -3.1921 -0.8452 3.6345 0.0 0.0 0.0
H -2.6702 -1.5142 2.1758 0.3 0.1 -0.1
C -0.1231 -3.0941 0.5245 -0.4 -0.5 -1.0
O 0.1769 -1.8986 0.5670 -0.2 -0.9 0.4
N 0.7912 -4.0689 0.5670 0.3 -0.3 0.1
N -1.4130 -3.5268 0.3068 1.1 1.4 0.3
H 0.4916 -4.9884 0.2911 0.3 -0.1 0.1
H 1.7539 -3.8193 0.4089 0.0 0.0 0.2
H -2.0173 -2.7258 0.2465 -0.7 -0.6 0.1
H -1.6819 -4.4805 0.4613 -0.4 0.1 0.0
```
Forces are in eV/Å.

* energy relative to the best compared isomer or geometry (same formula, charge and spin): 0.000 eV
* HOMO: -15.40 eV
* max |F|: 2.1 eV/A
* net charge: +2
* orbital gap: 10.84 eV

Atomic partial charges in e from the Mulliken method, atoms 1 to 6:
1. Zn 1.131
2. C 0.520
3. O -0.339
4. N -0.424
5. N -0.392
6. H 0.209